Entry 1:
DFT (wB97M-V/def2-TZVPD) results for a 2-piece molecular cluster, CH6NO overall.

Atoms and positions in Å:
H 0.34136 0.69760 -0.77182
H 1.38955 -0.48146 1.37068
H -1.13928 -1.40728 0.16151
N -0.50661 0.21774 -1.07060
H -2.41140 -0.34485 -0.36696
C -1.37148 -0.34908 -0.02707
O 1.82173 0.26539 0.98001
H -0.09301 -0.61320 -1.47667
H -1.23639 0.18827 0.90983

Calculated values
Frontier orbital gap = 6.8 eV
Calculated total energy = -171.65594 Ha
Net charge = -1
Relative energy (zero: lowest compared OMol25 entry of this formula, charge and spin) = 35.8 kJ/mol

Now the Löwdin charges, all in e: 0.017 -0.234 0.055 -0.097 0.039 -0.233 -0.636 0.031 0.058

Entry 2:
DFT (wB97M-V/def2-TZVPD) results for C8H10AuF6N4O5S3 as an isolated structure.

Atoms and positions in Å:
C -2.53982 0.99988 0.21275
S 1.40224 0.95193 1.70950
F 2.70610 2.11908 3.55395
H -0.12185 -2.50609 -3.93738
H -4.56596 0.52257 2.08755
O 1.96836 -0.28645 2.13677
F 1.86793 3.55496 2.22058
N -1.17159 -0.88336 -0.14761
S 0.32547 -5.11079 -0.44451
C -3.61545 0.05449 2.41303
N 1.48029 1.15683 0.12891
H -1.18298 -2.84989 1.31517
F 2.41543 3.00417 -1.98229
Au 0.51505 -1.98149 -0.84079
O 3.93799 0.70861 -0.58945
N -2.66482 0.03145 1.31602
C 2.33547 1.69995 -2.33772
H -3.43929 1.33046 -0.28021
C -1.82009 -0.96808 0.97939
H -2.11614 1.92784 0.66562
H 1.65470 -2.40540 -4.72385
O 2.09496 -0.68959 -1.39125
S 2.53839 0.65707 -0.81626
C -1.62234 0.31449 -0.73189
O 0.04930 1.27884 2.07173
C -0.29180 -3.68985 -0.30767
F 1.10110 1.44362 -2.74281
H 0.51417 -0.91160 -4.54519
F 3.53002 2.26370 1.59579
H -1.61091 -1.86755 2.77902
C 0.70375 -1.99109 -4.38801
O -1.28923 0.76969 -1.81961
H -3.18657 0.62359 3.33153
F 3.22793 1.43890 -3.34466
H -3.80286 -0.98817 2.74807
C 2.40625 2.35376 2.31664
N -1.73319 -2.07648 1.78915

Calculated values
Frontier orbital gap (spin up / spin down) = 6.8 / 7.6 eV
Calculated total energy = -2835.28526 Ha
Net charge = 0
Relative energy (zero: lowest compared OMol25 entry of this formula, charge and spin) = 94.3 kJ/mol
Spin multiplicity = 4

Now the Löwdin charges, all in e: -0.030 0.606 0.182 -0.039 0.097 -0.257 0.180 0.039 0.604 -0.025 -0.291 0.041 0.123 1.052 -0.241 -0.077 -0.615 0.138 -0.431 0.152 -0.006 -0.489 0.626 -0.435 -0.287 -0.905 0.115 -0.005 0.122 0.121 0.064 0.076 0.123 0.130 0.089 -0.717 0.174

Entry 3:
DFT (wB97M-V/def2-TZVPD) results for C20H43AuN2P3S2 as an isolated structure.

Atoms and positions in Å:
N -4.74900 2.08797 -1.22981
N -3.18915 2.54491 -2.67138
H 1.47128 3.57462 -1.27676
H 0.58249 -1.70669 4.52431
H -1.69488 -3.25561 2.74464
H -2.40431 0.61142 1.71897
H 0.93882 4.14225 2.12127
H 0.06394 -2.62835 -2.75881
H 0.49926 1.14452 -4.12736
H 0.45307 0.07239 4.43871
H -4.52518 3.48723 -3.98753
H -2.25640 2.53957 -3.06773
H -0.88976 -0.90274 5.14987
P -0.10404 2.76116 0.40907
H -1.37135 4.50736 1.57414
H -0.06397 4.50166 -1.28676
C 4.57013 -1.42837 -1.24285
H 1.58617 -2.28140 -1.86785
P -0.10398 -3.09080 -0.36284
H -2.25453 -2.13716 -1.07177
C -1.62377 3.71940 0.85132
C -5.30810 3.22741 -1.95935
C -2.13217 -2.26463 2.89856
H -5.52137 4.05609 -1.28778
H -3.79071 4.57366 -2.78912
H 7.23306 -3.50827 -1.01765
S 2.82104 -0.37849 0.50568
C 0.21203 -4.77507 0.27951
H -2.58108 -2.22951 3.90177
C -4.18998 3.56402 -2.95795
H -2.37922 3.04490 1.28139
H 2.92508 1.34546 -3.56164
H 6.15320 -2.09673 -2.58465
H -2.58136 0.58203 3.50222
H 0.08926 1.07370 -2.29180
H -6.22196 2.94118 -2.48519
H 0.41212 2.56971 2.81805
C 5.79853 -3.13825 0.59515
H -2.90808 -2.10723 2.14635
C 6.32656 -3.02013 -0.70919
H 1.77163 -1.98247 2.46479
P -0.90852 -0.94451 2.77676
C -1.86343 0.56358 2.67097
C 4.68622 -2.42489 1.00063
C -1.91582 -3.08461 -0.62754
H -2.21387 -3.91346 -1.29213
H -1.21253 1.43975 2.73727
H 0.77077 -4.72664 1.23980
C -3.49427 1.75811 -1.61139
H 0.77746 -5.34300 -0.46199
H -2.40863 -3.21141 0.34717
C 2.14864 1.39256 -2.76629
S -2.42059 0.68068 -0.84836
H 4.34268 -2.48824 2.03021
H 4.08585 -0.71650 -1.91528
H 1.15728 4.80751 -0.00041
Au 0.73619 -1.28437 1.21611
H -0.74117 -5.28598 0.45116
H 1.86913 2.64043 1.78997
C 4.03154 -1.53336 0.09709
H 2.50905 1.53697 -1.74043
C 5.67698 -2.16165 -1.58971
C -0.10123 -0.87029 4.37977
H 6.33821 -3.79768 1.29761
C 0.86736 3.06374 1.94788
H 1.13431 -3.98291 -2.27276
H -2.03015 4.17085 -0.06276
C 0.70135 4.04632 -0.63784
H -5.18567 1.65367 -0.42809
C 0.75087 -2.99354 -1.97135
C 0.84862 1.26815 -3.08608

Calculated values
Frontier orbital gap (spin up / spin down) = 5.8 / 5.1 eV
Calculated total energy = -2852.42612 Ha
Net charge = +3
Relative energy (zero: lowest compared OMol25 entry of this formula, charge and spin) = 0.0 kJ/mol
Spin multiplicity = 3

Now the Löwdin charges, all in e: 0.053 0.044 0.027 0.046 0.056 -0.034 0.068 0.067 0.068 0.060 0.133 0.144 0.076 0.872 0.070 0.057 -0.075 0.015 0.747 -0.007 -0.271 -0.090 -0.231 0.131 0.133 0.133 0.713 -0.227 0.078 -0.099 0.022 0.077 0.141 0.092 -0.018 0.136 0.029 -0.021 0.050 0.024 0.123 0.645 -0.258 -0.072 -0.260 0.078 0.009 0.051 -0.752 0.056 0.024 -0.096 0.718 0.106 0.096 0.065 0.415 0.061 0.041 -0.622 0.006 -0.041 -0.257 0.139 -0.259 0.062 0.041 -0.235 0.155 -0.243 -0.085

Entry 4:
DFT (wB97M-V/def2-TZVPD) results for an isolated molecule of C9H18NO4P.

Atoms and positions in Å:
C 2.02997 0.66230 -2.54129
N -0.74289 0.22062 0.29466
H -0.33433 2.35091 0.86282
O 2.05597 0.35792 2.14697
H -3.04459 2.07622 1.19886
H 3.88882 -0.00481 -1.63392
H 1.87755 -0.98095 3.56764
H -2.34941 -1.75229 -0.47994
O -3.64274 -0.25776 2.37809
O 2.40578 2.53385 0.93452
H 3.04140 -1.99537 1.56886
H 2.43707 1.04100 -3.42189
H -2.51634 -0.55561 -1.66116
C 3.19154 0.72741 -1.41521
H 0.46340 -0.87420 2.55762
H -3.78846 -0.91324 -0.54474
C -2.72766 -0.77195 -0.60922
H 1.13192 1.22977 -2.24501
O 2.55974 0.29837 -0.23087
H -1.88948 -1.17103 1.92235
C -2.17228 0.34105 0.42094
H -2.27382 2.27339 -0.37091
C -2.87539 1.65969 0.22053
C 2.00039 -2.19237 1.79815
C 1.61943 -0.93821 2.55360
C 0.04580 1.43434 0.68484
C -2.60753 -0.29612 1.78466
H 3.70909 1.81668 -1.38786
P 1.79506 1.22638 0.82431
H 1.42307 -2.35374 0.85945
H 1.70380 -0.32706 -2.75079
H 1.94036 -2.97687 2.52038
H -3.87548 1.44013 -0.19574

Calculated values
Frontier orbital gap = 8.8 eV
Calculated total energy = -1050.73357 Ha
Net charge = 0
Relative energy (zero: lowest compared OMol25 entry of this formula, charge and spin) = 252.5 kJ/mol
SMILES = CCOP(=O)(/C=N/C(C)(C)C=O)OCC

Now the Löwdin charges, all in e: -0.049 0.109 0.043 -0.189 0.083 0.078 0.097 0.058 0.092 -0.242 0.076 0.037 0.088 -0.218 0.112 0.073 -0.025 0.068 -0.224 0.129 -0.560 0.059 -0.028 -0.069 -0.278 -0.015 -0.223 0.165 0.438 0.090 0.056 0.068 0.103

Q: Which of these has the lowest relative energy (zero: lowest compared OMol25 entry of this formula, charge and spin)?
A: C20H43AuN2P3S2

Q: Which of these has the highest relative energy (zero: lowest compared OMol25 entry of this formula, charge and spin)?
A: C9H18NO4P

Copy entry 1 word for word.
DFT (wB97M-V/def2-TZVPD) results for a 2-piece molecular cluster, CH6NO overall.

Atoms and positions in Å:
H 0.34136 0.69760 -0.77182
H 1.38955 -0.48146 1.37068
H -1.13928 -1.40728 0.16151
N -0.50661 0.21774 -1.07060
H -2.41140 -0.34485 -0.36696
C -1.37148 -0.34908 -0.02707
O 1.82173 0.26539 0.98001
H -0.09301 -0.61320 -1.47667
H -1.23639 0.18827 0.90983

Calculated values
Frontier orbital gap = 6.8 eV
Calculated total energy = -171.65594 Ha
Net charge = -1
Relative energy (zero: lowest compared OMol25 entry of this formula, charge and spin) = 35.8 kJ/mol

Now the Löwdin charges, all in e: 0.017 -0.234 0.055 -0.097 0.039 -0.233 -0.636 0.031 0.058

Q: Number 2 is which compound?
A: C8H10AuF6N4O5S3